Below is a cluster of 5 separate species, C12H24FNO8S in total, with properties calculated with ωB97M-V/def2-TZVPD.

Geometry (Å):
N  0.339  0.134  -2.726
H  -0.717  0.621  -2.721
H  0.613  0.007  -3.661
H  0.131  -0.591  -2.000
H  1.043  0.510  -2.312
F  -0.025  0.984  -0.229
C  -1.216  4.152  0.268
C  -2.188  4.505  -0.842
C  -3.304  3.342  -1.083
O  -4.489  4.196  -1.040
C  -4.285  5.408  -0.663
O  -5.196  6.261  -0.578
O  -2.992  5.563  -0.530
H  -0.661  5.149  0.435
H  -0.361  3.307  0.159
H  -1.747  4.133  1.209
H  -1.606  4.561  -1.624
H  -3.446  2.591  -0.578
H  -3.207  2.979  -2.022
C  4.617  0.647  0.456
C  3.302  -0.112  0.532
C  3.381  -1.610  0.098
O  3.235  -2.223  1.357
C  2.979  -1.375  2.376
O  2.768  -1.773  3.507
O  2.913  -0.187  1.876
H  4.271  1.744  0.723
H  5.106  0.565  -0.376
H  5.284  0.361  1.368
H  2.364  0.216  0.011
H  4.530  -1.950  -0.193
H  2.617  -1.868  -0.786
C  -1.414  -2.449  1.427
C  -1.900  -3.890  1.251
C  -1.535  -4.377  -0.136
S  0.141  -3.626  -0.305
O  0.176  -2.868  -1.534
O  1.172  -4.645  -0.136
C  0.078  -2.494  1.093
H  -1.643  -2.086  2.561
H  -1.982  -1.890  0.629
H  -3.022  -4.151  1.638
H  -1.372  -4.454  1.918
H  -2.099  -3.726  -0.846
H  -1.811  -5.304  -0.513
H  0.430  -1.560  0.797
H  0.732  -2.736  1.749

HOMO-LUMO gap, eV: 8.75
Charge: 0
Maximum force, Eh/bohr: 0.2207
HOMO, eV: -9.660
Energy relative to the best compared isomer or geometry (same formula, charge and spin), kcal/mol: 165.2

For each atom in turn, the Mulliken charge in e is: N -0.320; H 0.435; H 0.364; H 0.219; H 0.267; F -0.832; C -1.178; C 0.511; C -0.733; O -0.425; C 0.718; O -0.609; O -0.391; H 0.321; H 0.165; H 0.378; H 0.378; H 0.526; H 0.308; C -1.447; C 0.511; C -0.141; O -0.346; C 0.734; O -0.602; O -0.333; H 0.300; H 0.525; H 0.303; H 0.127; H 0.311; H 0.085; C -0.649; C -0.691; C -0.816; S 1.026; O -0.720; O -0.663; C -0.639; H 0.286; H 0.208; H 0.300; H 0.395; H 0.285; H 0.556; H 0.285; H 0.708